{
  "formula": "C20H13AuCl2F3O2Sb",
  "method": "wB97M-V/def2-TZVPD",
  "multiplicity": 1,
  "e_tot_ev": -68473.015,
  "homo_lumo_gap_ev": 9.45,
  "e_lumo_ev": 0.02,
  "elements": ["Au", "Cl", "C", "Cl", "C", "O", "O", "H", "F", "C", "C", "C", "C", "C", "C", "Sb", "C", "C", "C", "C", "F", "C", "C", "C", "C", "C", "C", "F", "C", "C", "H", "H", "H", "H", "H", "H", "H", "H", "H", "H", "H", "H"],
  "coordinates": [[-0.7168, 2.7391, -0.6360], [-0.0250, 4.3853, 2.1066], [0.6877, 5.3192, 0.7638], [2.0320, 4.4086, 0.0264], [-0.3831, 5.7062, -0.2935], [-0.5651, 6.8937, -0.4394], [-0.9833, 4.7599, -0.9240], [1.1069, 6.2238, 1.1839], [-4.7889, -3.5180, -2.2934], [-3.8159, -2.6923, -1.8771], [-4.1257, -1.3683, -1.6379], [-3.1139, -0.5231, -1.2074], [-1.8218, -1.0065, -1.0191], [-1.5424, -2.3464, -1.2773], [-2.5423, -3.2026, -1.7102], [-0.3369, 0.3041, -0.3100], [1.4451, -0.4099, -1.1705], [2.1458, -1.4651, -0.5926], [3.3171, -1.9302, -1.1710], [3.7662, -1.3187, -2.3256], [4.9028, -1.7605, -2.8871], [3.0987, -0.2659, -2.9201], [1.9294, 0.1887, -2.3309], [-0.1058, -0.3121, 1.6901], [-0.8224, -1.3806, 2.2178], [-0.6469, -1.7574, 3.5421], [0.2494, -1.0465, 4.3142], [0.4229, -1.4066, 5.5964], [0.9710, 0.0252, 3.8224], [0.7842, 0.3928, 2.4999], [-5.1359, -1.0158, -1.7922], [-3.3386, 0.5213, -1.0239], [-0.5366, -2.7313, -1.1526], [-2.3506, -4.2454, -1.9212], [1.7914, -1.9219, 0.3248], [3.8832, -2.7440, -0.7396], [3.4979, 0.1857, -3.8176], [1.4024, 1.0246, -2.7765], [-1.5267, -1.9273, 1.6021], [-1.1932, -2.5831, 3.9766], [1.6531, 0.5574, 4.4707], [1.3305, 1.2441, 2.1085]],
  "atomic_forces_ev_per_a": [[0.04, 0.11, 0.00], [0.02, 0.02, -0.02], [-0.02, 0.01, -0.04], [0.00, -0.01, 0.01], [0.08, -0.06, 0.11], [-0.01, 0.03, -0.02], [-0.06, -0.05, -0.03], [-0.02, 0.00, 0.00], [-0.01, 0.00, -0.01], [0.00, 0.00, 0.00], [-0.01, 0.01, 0.00], [0.01, -0.01, 0.01], [0.01, -0.01, 0.00], [0.02, 0.02, -0.01], [0.00, -0.01, 0.00], [-0.05, -0.04, -0.01], [-0.03, -0.04, 0.01], [0.00, 0.01, 0.00], [0.00, 0.00, 0.00], [0.00, -0.01, 0.01], [0.00, -0.01, -0.01], [0.00, 0.02, -0.02], [0.00, 0.00, 0.02], [0.00, 0.05, 0.00], [0.02, -0.01, -0.01], [-0.01, -0.01, -0.01], [0.00, 0.01, 0.00], [0.00, 0.00, 0.00], [0.00, 0.00, 0.00], [-0.02, -0.01, 0.00], [0.00, 0.00, 0.00], [-0.01, 0.00, 0.00], [0.00, -0.01, 0.00], [0.00, 0.00, 0.00], [0.00, 0.00, 0.00], [0.00, 0.00, 0.00], [0.00, 0.00, 0.00], [0.00, 0.00, -0.01], [0.00, 0.00, 0.00], [0.00, 0.00, 0.00], [0.00, 0.00, 0.00], [0.00, 0.00, 0.00]]
}

***

{
  "formula": "C29H62AsMnN7O5P2SSe2Si2",
  "method": "wB97M-V/def2-TZVPD",
  "relative_energy_kcal_mol": 11.2,
  "multiplicity": 6,
  "e_tot_ev": -319773.924,
  "homo_lumo_gap_ev": [6.36, 6.57],
  "e_lumo_ev": [0.14, 0.14],
  "elements": ["Mn", "C", "Se", "C", "C", "Se", "C", "H", "H", "H", "H", "H", "H", "H", "H", "H", "H", "C", "N", "C", "P", "O", "O", "P", "O", "N", "C", "C", "N", "C", "C", "N", "C", "C", "H", "H", "H", "H", "H", "H", "H", "H", "H", "H", "H", "H", "H", "H", "H", "H", "H", "H", "H", "H", "H", "H", "H", "H", "C", "S", "O", "C", "C", "C", "C", "C", "C", "H", "H", "H", "H", "H", "H", "H", "H", "C", "Si", "C", "C", "As", "Si", "C", "C", "C", "H", "H", "H", "H", "H", "H", "H", "H", "H", "H", "H", "H", "H", "H", "H", "H", "H", "H", "N", "C", "O", "C", "C", "N", "C", "N", "H", "H"],
  "coordinates": [[-0.1111, 0.5983, -0.0622], [-2.1918, -4.9768, -1.4544], [-1.3528, -3.2336, -1.2910], [-0.7213, -3.0802, -3.1243], [-1.8383, -3.0072, -4.1558], [-2.7599, -1.3001, -4.2877], [-1.4758, -0.4474, -5.4680], [-1.4711, -5.7120, -1.8085], [-3.0560, -4.9527, -2.1138], [-2.5241, -5.2654, -0.4582], [-0.0759, -3.9382, -3.3250], [-0.1020, -2.1805, -3.1261], [-2.6168, -3.7402, -3.9459], [-1.4523, -3.2405, -5.1503], [-1.3638, -1.0323, -6.3789], [-0.5232, -0.3169, -4.9568], [-1.8767, 0.5322, -5.7221], [2.6184, 0.4264, 2.4453], [1.8436, -0.6370, 3.0936], [1.3165, -0.2384, 4.3970], [1.1386, -1.7398, 2.1295], [0.8930, -1.3587, 0.7233], [-0.3050, -2.0371, 2.8549], [-1.6267, -1.2137, 2.4991], [-1.4716, -0.1171, 1.5102], [-2.6175, -2.3630, 1.8715], [-3.7461, -1.9241, 1.0547], [-2.8518, -3.6065, 2.5869], [-2.0482, -0.6504, 3.9810], [-3.0239, 0.4226, 4.0679], [-1.9738, -1.4741, 5.1771], [1.9553, -3.1407, 2.2572], [2.6241, -3.5476, 3.4818], [1.5665, -4.2507, 1.3915], [3.4518, 0.7018, 3.0938], [1.9992, 1.3083, 2.2852], [3.0134, 0.0891, 1.4866], [2.1488, 0.1152, 5.0077], [0.8615, -1.0860, 4.9057], [0.5869, 0.5708, 4.3072], [-3.4668, -1.0395, 0.4877], [-4.6351, -1.7179, 1.6639], [-3.9888, -2.7116, 0.3392], [-1.9682, -3.8982, 3.1531], [-3.0613, -4.3990, 1.8655], [-3.7055, -3.5342, 3.2707], [-3.0538, 0.9555, 3.1252], [-2.7154, 1.1279, 4.8430], [-4.0211, 0.0371, 4.3105], [-1.2178, -2.2491, 5.0708], [-2.9353, -1.9474, 5.4038], [-1.6961, -0.8459, 6.0267], [2.9543, -2.6764, 4.0423], [3.5011, -4.1443, 3.2256], [1.9672, -4.1574, 4.1127], [1.0231, -3.8853, 0.5217], [0.9289, -4.9583, 1.9341], [2.4628, -4.7733, 1.0531], [-4.3161, 1.8152, -1.7110], [-2.6110, 2.3150, -1.6329], [-1.8937, 1.0433, -1.2287], [-2.5676, 3.3671, -0.2294], [-1.6521, 4.3342, -0.2784], [-1.0659, 5.0027, 0.9396], [-1.7862, 4.6159, 2.2704], [-2.9652, 3.6804, 2.1410], [-3.2700, 3.0502, 1.0172], [-4.5741, 1.2415, -0.8234], [-4.4139, 1.1809, -2.5897], [-4.9388, 2.7044, -1.8107], [-1.1593, 4.5788, -1.2131], [-1.1672, 6.0830, 0.8180], [-2.1367, 5.5356, 2.7475], [-3.5266, 3.4992, 3.0477], [-4.0817, 2.3349, 1.0052], [3.4879, -2.2441, -0.8629], [3.4258, -0.8532, -2.1162], [3.5783, -1.6836, -3.7912], [4.9474, 0.2150, -1.8668], [1.4275, 0.2929, -2.0198], [1.8809, 2.1351, -3.3345], [2.5151, 1.6468, -5.0312], [3.1152, 3.3723, -2.6411], [0.2646, 3.0642, -3.5575], [4.3206, -2.9026, -1.1325], [2.5624, -2.8221, -0.8823], [3.6405, -1.9018, 0.1621], [4.5619, -2.1526, -3.8968], [3.4389, -0.9896, -4.6203], [2.8180, -2.4640, -3.8823], [5.8391, -0.4198, -1.8580], [4.9069, 0.7598, -0.9209], [5.0689, 0.9489, -2.6665], [3.5592, 1.3273, -5.0022], [2.4543, 2.5213, -5.6868], [1.9278, 0.8418, -5.4773], [3.9229, 2.8996, -2.0804], [2.6138, 4.0846, -1.9830], [3.5662, 3.9378, -3.4623], [-0.5594, 2.3913, -3.7985], [0.3552, 3.8060, -4.3565], [0.0036, 3.5934, -2.6375], [2.2591, 3.1916, 0.6709], [0.9138, 3.4358, 0.7843], [0.1318, 2.4235, 0.7704], [0.4203, 4.7332, 0.9086], [-0.8834, 3.9910, 3.2615], [-0.2924, 3.4723, 4.0986], [1.3213, 5.8191, 0.8314], [2.0812, 6.6896, 0.7688], [2.4614, 2.3439, 0.1529], [2.8575, 3.9747, 0.4570]],
  "atomic_forces_ev_per_a": [[-0.21, -0.31, 0.13], [0.00, -0.09, 0.01], [0.09, 0.19, 0.06], [-0.05, 0.02, -0.08], [0.01, -0.14, 0.03], [-0.03, 0.03, 0.00], [0.03, 0.10, 0.05], [-0.02, 0.00, -0.01], [-0.01, 0.00, -0.01], [0.01, 0.00, 0.00], [-0.01, -0.01, 0.01], [0.01, 0.01, -0.01], [0.02, -0.04, -0.01], [0.00, 0.07, -0.01], [0.03, 0.01, 0.03], [0.03, -0.03, 0.01], [0.01, 0.00, 0.00], [0.10, 0.01, 0.02], [-0.06, 0.22, 0.04], [0.05, -0.07, 0.05], [-0.13, -0.15, -0.13], [0.12, 0.26, 0.00], [0.05, -0.08, 0.08], [0.09, 0.23, -0.53], [-0.08, 0.08, 0.42], [-0.17, -0.13, 0.05], [0.00, -0.05, -0.06], [0.01, -0.03, 0.01], [-0.04, -0.08, 0.14], [-0.01, 0.09, 0.07], [0.04, -0.01, 0.05], [0.04, -0.13, 0.03], [0.01, 0.00, 0.00], [-0.02, -0.02, 0.02], [0.02, -0.03, -0.03], [0.00, 0.04, -0.01], [-0.05, 0.00, 0.01], [-0.01, 0.00, 0.00], [-0.01, 0.02, -0.02], [-0.01, 0.01, 0.00], [0.02, 0.01, 0.00], [0.01, 0.01, 0.01], [-0.01, 0.00, 0.01], [0.00, 0.02, -0.01], [-0.02, 0.00, 0.00], [0.00, -0.02, 0.01], [-0.03, 0.12, -0.13], [-0.04, 0.00, 0.01], [0.00, 0.04, -0.01], [-0.03, 0.01, -0.02], [0.00, 0.00, 0.01], [-0.01, 0.01, 0.00], [-0.02, 0.01, -0.01], [0.00, 0.00, 0.00], [0.01, 0.00, 0.02], [0.01, 0.02, 0.01], [0.01, -0.01, -0.01], [-0.01, 0.00, -0.01], [-0.18, 0.00, 0.08], [0.30, -0.06, -0.32], [-0.13, 0.03, 0.14], [-0.18, -0.03, 0.21], [0.20, 0.02, 0.06], [-0.07, 0.06, -0.08], [0.07, 0.00, 0.16], [0.03, -0.09, 0.06], [0.00, 0.01, -0.12], [-0.03, 0.00, 0.03], [0.03, -0.01, -0.01], [-0.02, -0.02, 0.00], [-0.02, -0.02, 0.03], [-0.08, -0.02, -0.04], [0.02, 0.00, 0.01], [0.00, -0.07, 0.06], [-0.03, 0.01, -0.02], [0.07, -0.11, 0.05], [-0.19, 0.13, 0.02], [0.07, -0.11, -0.09], [0.14, 0.02, 0.00], [0.19, -0.06, -0.39], [-0.06, -0.14, 0.16], [0.00, 0.03, -0.16], [0.07, 0.11, -0.03], [-0.04, 0.06, -0.08], [-0.02, -0.03, 0.06], [0.02, 0.01, -0.03], [0.00, 0.03, -0.02], [-0.02, -0.02, -0.03], [0.01, 0.01, 0.02], [0.00, 0.00, -0.01], [0.03, 0.04, 0.01], [0.00, -0.01, 0.02], [-0.01, -0.02, 0.00], [0.00, 0.00, 0.02], [0.05, -0.03, -0.05], [-0.01, 0.02, 0.01], [-0.01, -0.01, -0.02], [0.01, 0.01, 0.02], [0.00, 0.04, 0.04], [0.01, -0.02, -0.05], [-0.03, 0.02, 0.02], [0.06, -0.04, -0.03], [0.03, -0.05, 0.04], [0.03, -0.08, -0.27], [-0.08, 0.09, 0.37], [0.16, 0.11, -0.08], [-0.07, 0.04, -0.03], [0.01, -0.03, -0.02], [-0.10, -0.10, 0.07], [0.01, 0.03, -0.03], [0.02, 0.02, -0.04], [-0.03, 0.04, 0.00]]
}

***

{
  "formula": "C34H52I2N6O3PS",
  "method": "wB97M-V/def2-TZVPD",
  "multiplicity": 1,
  "e_tot_ev": -87502.729,
  "homo_lumo_gap_ev": 6.27,
  "e_lumo_ev": -3.87,
  "charge": 1,
  "elements": ["C", "C", "C", "C", "P", "I", "C", "C", "C", "S", "O", "O", "O", "C", "I", "C", "C", "H", "H", "H", "H", "H", "H", "H", "H", "H", "H", "H", "H", "H", "H", "H", "H", "H", "H", "H", "H", "H", "H", "N", "C", "C", "C", "C", "H", "H", "H", "H", "H", "N", "C", "C", "C", "C", "H", "H", "H", "H", "H", "N", "C", "C", "C", "C", "H", "H", "H", "H", "H", "N", "C", "C", "C", "C", "H", "H", "H", "H", "H", "N", "C", "C", "C", "C", "H", "H", "H", "H", "H", "N", "C", "C", "C", "C", "H", "H", "H", "H", "H"],
  "coordinates": [[2.0645, 0.6872, 3.2469], [0.8290, 1.3534, 2.6125], [1.0901, 1.9467, 1.2072], [0.2333, 1.3755, 0.0603], [0.5584, -0.3131, -0.5324], [2.8305, -0.8468, -0.0672], [-0.4982, -1.4732, 0.3403], [-0.3596, -2.9999, 0.1276], [0.3830, -3.6976, 1.2750], [-0.7645, -3.8703, 2.6643], [-2.0895, -3.7206, 2.1313], [-0.3149, -2.9768, 3.6956], [-0.6348, -5.3569, 3.1701], [0.2355, -0.3686, -2.3173], [-1.7764, 0.3580, -2.4907], [0.3096, -1.7089, -3.0703], [1.6853, -2.3823, -3.1235], [2.1608, 0.9253, 4.3072], [2.9817, 1.0261, 2.7490], [2.0432, -0.4059, 3.1593], [-0.0119, 0.6486, 2.5737], [0.4744, 2.1610, 3.2602], [0.8459, 3.0143, 1.2259], [2.1553, 1.8972, 0.9568], [-0.8231, 1.3543, 0.3607], [0.3013, 1.9996, -0.8400], [-0.3264, -1.2350, 1.4007], [-1.5149, -1.1207, 0.1165], [-1.3766, -3.3952, 0.1268], [0.0718, -3.2795, -0.8357], [0.7902, -4.6641, 0.9657], [1.1964, -3.1002, 1.6965], [0.1399, -5.8151, 2.8426], [0.8931, 0.3756, -2.7781], [-0.4644, -2.3869, -2.6932], [-0.0035, -1.4746, -4.0943], [1.7033, -3.0915, -3.9534], [2.4873, -1.6556, -3.2954], [1.9284, -2.9309, -2.2102], [-3.4687, -1.1384, 1.2259], [-3.6854, -0.2121, 2.2089], [-4.3720, 0.8359, 1.6543], [-4.5800, 0.5292, 0.2816], [-4.0122, -0.6962, 0.0477], [-2.9794, -2.0061, 1.3627], [-3.3393, -0.3790, 3.2150], [-4.6997, 1.7194, 2.1754], [-5.1001, 1.1323, -0.4438], [-3.9636, -1.2932, -0.8492], [-3.3076, 0.8995, -5.9223], [-3.4188, 1.3739, -7.2018], [-4.7486, 1.5680, -7.4620], [-5.4687, 1.2015, -6.2917], [-4.5519, 0.7935, -5.3609], [-2.4486, 0.6594, -5.4649], [-2.5490, 1.5326, -7.8159], [-5.1618, 1.9354, -8.3860], [-6.5361, 1.2334, -6.1523], [-4.6852, 0.4309, -4.3553], [3.1723, -2.1527, 5.5366], [3.7448, -1.0370, 6.0730], [5.0972, -1.1091, 5.8586], [5.3496, -2.3255, 5.1687], [4.1406, -2.9466, 4.9897], [2.1925, -2.3676, 5.5412], [3.1454, -0.2848, 6.5571], [5.8243, -0.3763, 6.1654], [6.3079, -2.7063, 4.8567], [3.8923, -3.8913, 4.5353], [5.0102, 2.1997, -0.0671], [5.4833, 3.3209, -0.6980], [6.5882, 3.7476, -0.0141], [6.7901, 2.8530, 1.0726], [5.8013, 1.9101, 1.0155], [4.2060, 1.6690, -0.3396], [5.0011, 3.7144, -1.5764], [7.1893, 4.6055, -0.2635], [7.5728, 2.8992, 1.8107], [5.5964, 1.0658, 1.6527], [-2.7798, -3.5026, -6.0434], [-3.6567, -2.5464, -5.6137], [-3.7937, -2.6888, -4.2579], [-2.9626, -3.7736, -3.8572], [-2.3505, -4.2555, -4.9857], [-2.5106, -3.6447, -6.9997], [-4.1142, -1.8530, -6.2994], [-4.4317, -2.0941, -3.6248], [-2.8500, -4.1723, -2.8616], [-1.6692, -5.0772, -5.1260], [0.2315, 6.0770, 2.5403], [-1.0232, 5.9864, 1.9980], [-1.9172, 5.8841, 3.0300], [-1.1724, 5.9152, 4.2411], [0.1496, 6.0346, 3.9061], [1.0822, 6.1692, 2.0173], [-1.1738, 6.0126, 0.9322], [-2.9868, 5.8071, 2.9307], [-1.5650, 5.8646, 5.2426], [1.0317, 6.0971, 4.5198]],
  "atomic_forces_ev_per_a": [[0.05, -0.10, -0.14], [0.01, -0.01, -0.02], [-0.19, 0.12, -0.06], [0.04, 0.07, 0.18], [-0.05, -0.09, 0.05], [0.06, -0.14, -0.06], [0.13, -0.13, 0.33], [0.00, 0.10, -0.11], [0.10, 0.06, 0.00], [0.16, 0.73, 0.03], [0.06, -0.16, 0.48], [-0.19, -0.37, -0.33], [-0.46, 0.10, 0.03], [0.15, -0.19, -0.18], [0.01, 0.23, -0.20], [0.03, -0.01, -0.12], [-0.01, 0.08, 0.01], [-0.05, -0.05, -0.11], [-0.11, 0.01, 0.22], [-0.01, 0.15, 0.04], [0.09, 0.06, 0.02], [0.10, -0.08, -0.11], [0.03, -0.11, -0.04], [-0.14, -0.03, 0.00], [0.07, 0.06, -0.09], [0.01, -0.03, 0.15], [-0.14, 0.04, -0.11], [0.25, -0.02, -0.01], [0.13, -0.05, -0.23], [0.16, 0.17, 0.18], [-0.21, 0.05, 0.05], [-0.01, -0.09, -0.18], [0.43, -0.19, -0.04], [-0.09, -0.03, 0.06], [0.13, 0.09, -0.08], [0.01, -0.03, 0.15], [-0.02, 0.03, 0.10], [-0.12, -0.09, -0.01], [-0.04, 0.05, -0.08], [-0.08, 0.04, -0.02], [0.08, 0.04, -0.04], [0.04, 0.06, -0.03], [0.05, 0.00, 0.01], [-0.07, -0.08, 0.08], [-0.27, -0.22, 0.19], [-0.03, -0.02, 0.01], [-0.01, 0.00, 0.00], [-0.03, 0.01, 0.00], [-0.07, -0.04, 0.07], [-0.01, 0.07, 0.00], [-0.01, -0.06, 0.01], [-0.02, 0.00, 0.01], [0.00, -0.01, -0.03], [0.04, 0.02, 0.02], [0.02, -0.03, -0.01], [0.00, 0.01, 0.00], [0.00, 0.00, 0.00], [0.00, 0.00, 0.00], [0.00, -0.01, 0.00], [-0.07, -0.10, -0.06], [0.04, 0.19, 0.02], [-0.06, 0.01, -0.02], [-0.05, -0.01, -0.02], [0.07, -0.09, -0.14], [-0.07, 0.01, 0.07], [0.02, -0.01, 0.04], [0.00, -0.01, 0.02], [-0.01, 0.00, 0.01], [0.03, 0.00, 0.02], [0.01, 0.01, 0.09], [-0.01, -0.02, 0.01], [0.01, 0.01, 0.02], [0.01, 0.02, 0.00], [-0.02, 0.01, -0.01], [0.01, 0.05, -0.10], [0.01, 0.00, -0.01], [0.00, 0.00, 0.00], [0.00, 0.00, 0.00], [0.00, -0.01, 0.01], [0.05, 0.03, 0.00], [0.01, -0.02, 0.01], [0.08, 0.02, 0.08], [0.02, 0.07, 0.01], [0.01, 0.03, 0.00], [-0.01, -0.02, -0.02], [-0.01, 0.00, 0.00], [-0.04, -0.01, -0.01], [-0.03, -0.03, 0.00], [-0.01, -0.01, 0.00], [0.04, -0.09, -0.03], [0.04, -0.04, 0.00], [0.00, -0.03, 0.02], [-0.02, -0.03, 0.00], [-0.01, -0.03, -0.03], [0.02, 0.08, 0.00], [-0.01, 0.04, 0.00], [0.00, 0.01, 0.00], [0.00, 0.00, 0.00], [0.00, 0.02, 0.00]]
}

***

{
  "formula": "CH4IP",
  "method": "wB97M-V/def2-TZVPD",
  "relative_energy_kcal_mol": 89.6,
  "multiplicity": 1,
  "e_tot_ev": -18487.639,
  "homo_lumo_gap_ev": 8.92,
  "e_lumo_ev": -0.33,
  "elements": ["C", "P", "I", "H", "H", "H", "H"],
  "coordinates": [[-0.4275, -0.3892, 0.0132], [0.5618, 1.1228, 0.1434], [-2.5050, -0.1480, -0.0236], [-0.0903, -1.1866, -0.6343], [0.0553, -1.1995, 1.6033], [1.7861, 0.4508, 0.1427], [0.6197, 1.3496, -1.2449]],
  "atomic_forces_ev_per_a": [[0.88, -2.11, 3.49], [-0.14, 0.36, 0.12], [0.16, -0.03, -0.03], [-0.15, 0.02, -0.08], [-1.12, 1.70, -3.27], [0.39, -0.14, 0.04], [-0.02, 0.20, -0.26]]
}

***

What is the formula in the fourth record?
CH4IP

***

Which formula does entry 1 have?
C20H13AuCl2F3O2Sb